C4H6N3S | ωB97M-V/def2-TZVPD

Last column: natural (NBO) charge in e.
CARTESIAN COORDINATES (ANGSTROEM)
C: 0.8697 2.9549 0.2975  -0.133
C: 3.3719 -1.1296 0.0881  0.077
C: 0.3721 1.8798 0.0459  0.088
C: -1.2721 0.0730 -0.0642  0.422
N: 2.2473 -1.4211 0.2608  -0.417
N: -1.5385 -1.1638 -0.3409  -0.651
N: -0.0612 0.6101 -0.2903  -0.553
S: 4.8113 -0.3872 -0.1759  0.178
H: 1.1049 3.9600 0.0983  0.261
H: 4.9091 -0.8470 -1.4202  0.173
H: -2.1623 0.7287 0.2226  0.256
H: -2.3334 -1.5771 -0.0746  0.425
H: -0.8077 -1.7241 -0.5868  0.415
H: 0.6777 -0.0234 -0.5980  0.459

Values from the calculation:
- Energy above the lowest of the compared OMol25 structures with the same formula, charge and spin: 356.4 kJ/mol
- HOMO-LUMO gap: 9.38 eV
- Electronic energy: -19541.0272 eV
- Total charge: +1